No. 1
ORCA calculation (wB97M-V/def2-TZVPD) on C51H52BrN8O2PW as an isolated structure at a distorted geometry.

Summary:
- ⟨S²⟩ = 2.020
- Kohn-Sham gap (spin up / spin down) (eV) = 6.10 / 6.26

```
! RIJCOSX wB97M-V def2-TZVPD def2/J DEFGRID3
* xyz 2 3
W 0.11 0.15 0.01
Br -6.40 2.69 2.70
C -4.67 2.51 1.84
C -3.98 3.52 1.11
C -2.82 3.20 0.43
C -2.27 1.90 0.48
O -1.10 1.68 -0.13
C -2.95 0.94 1.25
C -2.40 -0.33 1.61
N -1.24 -0.83 1.32
C -0.82 -2.03 1.99
C -1.58 -2.92 2.74
C -1.01 -4.01 3.39
C 0.32 -4.26 3.33
C 1.10 -3.43 2.53
C 2.51 -3.64 2.38
C 3.22 -2.86 1.58
C 2.57 -1.88 0.86
N 1.30 -1.52 1.00
C 0.58 -2.35 1.87
C -4.15 1.29 1.85
H -4.39 4.53 0.99
H -2.29 3.84 -0.19
H -2.97 -0.81 2.38
H -2.61 -2.70 2.88
H -1.70 -4.60 4.01
H 0.66 -5.07 4.00
H 3.02 -4.38 2.94
H 4.26 -3.01 1.44
H 3.14 -1.33 0.13
H -4.54 0.51 2.46
C 3.73 0.85 2.26
N 2.71 0.68 3.29
C 3.21 1.00 4.64
C 1.42 0.56 2.92
N 1.00 1.10 1.78
C 1.48 2.41 1.53
C 1.63 3.30 2.55
C 1.88 4.65 2.28
C 1.89 5.13 0.98
C 1.64 4.23 -0.07
C 1.51 2.83 0.15
N 1.31 1.84 -0.88
C 1.77 2.14 -2.11
N 1.10 1.94 -3.23
C -0.35 2.05 -3.29
C 1.77 1.49 -4.44
N 3.02 2.64 -2.29
C 4.03 2.63 -1.28
C 3.40 3.65 -3.30
N 0.56 0.11 3.91
C 0.85 -0.94 4.90
C -0.74 0.63 3.99
H 3.93 1.88 2.10
H 3.31 0.40 1.32
H 4.58 0.20 2.54
H 3.94 1.83 4.47
H 3.71 0.14 5.11
H 2.49 1.37 5.31
H 1.44 2.99 3.57
H 1.98 5.33 3.10
H 2.05 6.17 0.84
H 1.61 4.56 -1.10
H -0.77 2.59 -2.43
H -0.85 1.06 -3.38
H -0.65 2.61 -4.17
H 2.69 0.92 -4.25
H 1.94 2.28 -5.15
H 1.10 0.80 -5.00
H 3.77 1.97 -0.42
H 4.28 3.65 -0.91
H 4.94 2.29 -1.82
H 2.48 3.96 -3.80
H 3.99 3.23 -4.16
H 3.94 4.45 -2.83
H 0.94 -0.51 5.90
H 1.72 -1.54 4.60
H -0.04 -1.61 4.92
H -0.85 1.45 3.30
H -0.95 1.09 4.92
H -1.52 -0.18 3.87
O 2.65 -0.30 -1.57
C 1.48 -0.64 -1.62
C 0.97 -1.41 -2.79
C 1.93 -1.93 -3.67
C 1.52 -2.53 -4.85
C 0.19 -2.51 -5.17
C -0.79 -2.14 -4.29
C -0.37 -1.56 -3.09
P -1.44 -1.10 -1.67
C -1.79 -2.83 -0.97
C -0.81 -3.79 -0.86
C -1.14 -5.07 -0.37
C -2.44 -5.34 0.01
C -3.42 -4.35 0.01
C -3.04 -3.09 -0.47
C -3.03 -0.63 -2.35
C -3.40 0.71 -2.27
C -4.63 1.07 -2.82
C -5.44 0.17 -3.46
C -5.04 -1.15 -3.56
C -3.79 -1.58 -3.06
H 3.03 -2.05 -3.45
H 2.26 -2.96 -5.56
H -0.04 -2.97 -6.18
H -1.82 -2.11 -4.66
H 0.20 -3.75 -1.23
H -0.33 -5.79 -0.25
H -2.70 -6.32 0.42
H -4.44 -4.53 0.29
H -3.79 -2.32 -0.55
H -2.77 1.55 -1.96
H -4.98 2.10 -2.77
H -6.42 0.51 -3.88
H -5.74 -1.84 -4.03
H -3.60 -2.64 -3.19
*
```

---

No. 2
ORCA calculation (wB97M-V/def2-TZVPD) on C51H53BBiClN9O2SSeSi as an isolated structure.

Summary:
- Kohn-Sham gap (eV) = 7.42

```
! RIJCOSX wB97M-V def2-TZVPD def2/J DEFGRID3
* xyz -1 1
Bi -0.56 -0.29 -0.56
C -3.61 -3.61 3.46
C -2.41 -3.31 2.62
C -1.32 -4.11 2.44
C -0.47 -3.40 1.58
N -1.01 -2.23 1.27
N -2.21 -2.17 1.90
B -3.17 -0.94 1.96
N -3.86 -0.59 0.61
N -3.31 0.12 -0.41
C -4.27 0.32 -1.30
C -5.47 -0.26 -0.86
C -5.17 -0.83 0.35
C -6.11 -1.57 1.25
C -4.09 1.09 -2.54
C -4.99 0.94 -3.60
C -4.86 1.70 -4.75
C -3.82 2.62 -4.87
C -2.92 2.76 -3.83
C -3.05 2.00 -2.68
N -2.50 0.29 2.62
N -1.38 0.90 2.17
C -1.11 1.88 3.02
C -2.08 1.92 4.04
C -2.95 0.90 3.75
C -4.16 0.51 4.54
C 0.07 2.75 2.90
C 0.14 3.94 3.62
C 1.24 4.77 3.54
C 2.32 4.43 2.73
C 2.26 3.24 2.01
C 1.16 2.41 2.10
C 0.84 -3.88 1.11
C 1.59 -4.74 1.92
C 2.83 -5.20 1.51
C 3.36 -4.81 0.29
C 2.62 -3.96 -0.52
C 1.38 -3.51 -0.12
H -3.49 -4.60 3.90
H -3.74 -2.89 4.27
H -4.53 -3.61 2.87
H -1.18 -5.10 2.84
H -4.05 -1.26 2.68
H -6.43 -0.26 -1.35
H -7.10 -1.57 0.78
H -5.80 -2.60 1.39
H -6.19 -1.10 2.23
H -5.79 0.22 -3.52
H -5.57 1.57 -5.56
H -3.72 3.21 -5.77
H -2.09 3.46 -3.92
H -2.34 2.11 -1.88
H -2.14 2.58 4.89
H -4.25 1.17 5.40
H -5.08 0.59 3.94
H -4.10 -0.52 4.90
H -0.70 4.24 4.25
H 1.27 5.70 4.10
H 3.18 5.08 2.65
H 3.09 2.96 1.36
H 1.12 1.50 1.53
H 1.21 -5.03 2.89
H 3.39 -5.87 2.16
H 4.33 -5.16 -0.03
H 3.00 -3.64 -1.49
H 0.80 -2.87 -0.78
C 5.27 0.56 -1.49
Si 5.41 -0.11 0.24
C 6.38 -1.72 0.19
C 6.40 1.13 1.26
C 3.83 -0.47 1.20
C 3.97 -0.76 2.55
C 2.88 -1.06 3.35
C 1.63 -1.06 2.76
N 1.46 -0.79 1.47
C 2.51 -0.52 0.70
S 2.09 -0.22 -0.98
H 6.28 0.74 -1.88
H 4.71 1.50 -1.53
H 4.77 -0.14 -2.15
H 7.34 -1.59 -0.30
H 5.81 -2.48 -0.35
H 6.55 -2.10 1.20
H 7.37 1.32 0.77
H 6.61 0.76 2.26
H 5.88 2.08 1.34
H 4.96 -0.74 3.00
H 3.00 -1.29 4.41
H 0.73 -1.27 3.32
Cl -0.17 0.63 -3.06
O 2.43 2.16 -3.58
C 1.64 3.21 -4.06
N 2.09 4.49 -3.57
C 1.67 5.20 -2.49
O 2.15 6.29 -2.22
C 0.56 4.64 -1.66
C -0.41 5.50 -1.16
C -1.40 4.99 -0.34
C -1.39 3.63 -0.05
N -0.45 2.81 -0.50
C 0.51 3.30 -1.28
H 1.83 1.44 -3.32
H 0.59 3.07 -3.79
H 1.70 3.26 -5.15
H 2.93 4.87 -3.99
H -0.36 6.55 -1.41
H -2.17 5.63 0.07
H -2.16 3.18 0.57
H 1.28 2.61 -1.58
Se -1.84 -2.26 -1.96
C -0.66 -3.26 -3.08
C -0.19 -4.51 -2.69
C 0.61 -5.25 -3.55
C 0.95 -4.75 -4.80
C 0.49 -3.50 -5.19
C -0.31 -2.75 -4.33
H -0.47 -4.91 -1.73
H 0.98 -6.22 -3.23
H 1.58 -5.32 -5.46
H 0.75 -3.10 -6.16
H -0.66 -1.77 -4.62
*
```

---

No. 3
ORCA calculation (wB97M-V/def2-TZVPD) on C51H53CsN10P2S2 as an isolated structure.

Summary:
- Kohn-Sham gap (eV) = 5.55

```
! RIJCOSX wB97M-V def2-TZVPD def2/J DEFGRID3
* xyz -2 1
Cs -0.47 -0.62 -0.10
C 4.46 -5.60 -2.11
C 3.22 -5.24 -1.34
C 3.07 -5.59 0.00
C 1.93 -5.22 0.70
C 0.88 -4.47 0.12
N -0.15 -4.01 0.89
C -0.94 -4.91 1.49
C -1.05 -6.28 1.11
C -1.95 -7.15 1.70
C -2.83 -6.75 2.71
C -3.80 -7.70 3.35
C -2.74 -5.42 3.10
C -1.84 -4.54 2.53
N -1.77 -3.23 3.09
C -1.29 -2.95 4.33
C -1.45 -1.60 4.53
C -2.02 -1.14 3.34
N -2.22 -2.13 2.48
C 1.04 -4.16 -1.25
C 2.19 -4.54 -1.94
N 0.04 -3.45 -1.97
C 0.21 -2.77 -3.13
C -1.02 -2.28 -3.50
C -1.89 -2.74 -2.49
N -1.25 -3.46 -1.58
H 5.08 -6.31 -1.55
H 5.08 -4.72 -2.31
H 4.22 -6.05 -3.07
H 3.85 -6.14 0.51
H 1.83 -5.47 1.75
H -0.41 -6.65 0.32
H -1.98 -8.17 1.34
H -3.94 -8.59 2.72
H -4.78 -7.25 3.49
H -3.46 -8.05 4.33
H -3.39 -5.03 3.88
H -0.88 -3.74 4.94
H -1.17 -1.03 5.40
H -2.29 -0.13 3.06
H 2.27 -4.30 -2.99
H 1.17 -2.62 -3.58
H -1.24 -1.65 -4.34
H -2.95 -2.57 -2.38
S -2.68 2.56 1.66
P -1.65 3.23 0.06
C -0.96 2.10 -0.94
P 0.06 2.20 -2.23
S 1.48 0.74 -2.46
C 0.94 3.80 -2.41
C 0.29 4.91 -2.96
C 0.93 6.14 -3.03
C 2.21 6.29 -2.52
C 2.85 5.19 -1.95
C 2.22 3.96 -1.90
C -0.83 2.06 -3.84
C -0.35 2.60 -5.04
C -1.02 2.38 -6.23
C -2.18 1.61 -6.25
C -2.66 1.06 -5.07
C -1.99 1.29 -3.88
C -2.80 4.43 -0.75
C -3.26 4.17 -2.04
C -4.18 5.01 -2.65
C -4.64 6.13 -1.98
C -4.20 6.40 -0.69
C -3.29 5.55 -0.08
C -0.36 4.36 0.74
C 0.49 3.81 1.70
C 1.55 4.53 2.22
C 1.78 5.83 1.78
C 0.95 6.39 0.82
C -0.11 5.66 0.31
H -0.73 4.82 -3.32
H 0.42 6.99 -3.46
H 2.71 7.25 -2.56
H 3.85 5.30 -1.53
H 2.72 3.09 -1.48
H 0.57 3.17 -5.03
H -0.64 2.81 -7.15
H -2.71 1.44 -7.19
H -3.56 0.46 -5.08
H -2.36 0.88 -2.95
H -2.89 3.29 -2.55
H -4.52 4.79 -3.65
H -5.35 6.80 -2.46
H -4.57 7.27 -0.16
H -2.97 5.73 0.94
H 0.28 2.80 2.04
H 2.20 4.09 2.96
H 2.62 6.40 2.18
H 1.13 7.39 0.46
H -0.74 6.10 -0.46
C 2.51 -1.54 1.68
N 3.75 -1.70 2.46
C 3.41 -1.60 3.88
N 2.77 -0.33 4.22
C 1.55 -0.21 3.40
N 1.85 -0.26 1.97
C 2.77 0.83 1.64
N 4.02 0.73 2.42
C 4.63 -0.57 2.13
C 3.68 0.76 3.84
H 1.82 -2.36 1.91
H 2.75 -1.58 0.62
H 4.33 -1.70 4.47
H 2.73 -2.42 4.13
H 1.06 0.74 3.63
H 0.88 -1.03 3.65
H 2.30 1.79 1.85
H 3.00 0.79 0.58
H 5.55 -0.67 2.70
H 4.87 -0.62 1.06
H 3.20 1.71 4.07
H 4.60 0.67 4.43
N -4.57 -0.15 0.23
H -3.99 0.64 -0.03
H -3.92 -0.90 0.46
H -4.95 0.12 1.13
*
```

---

No. 4
ORCA calculation (wB97M-V/def2-TZVPD) on C51H54CdN9O4P2 as an isolated structure.

Summary:
- Kohn-Sham gap (eV) = 6.50

```
! RIJCOSX wB97M-V def2-TZVPD def2/J DEFGRID3
* xyz 1 1
Cd 0.26 0.52 1.73
C -0.65 7.76 1.07
C -0.78 6.26 1.00
C -2.01 5.63 0.84
C -2.12 4.26 0.86
C -1.01 3.39 0.98
N -1.20 2.01 1.07
C -2.36 1.44 0.56
C -2.92 1.80 -0.68
C -4.04 1.18 -1.22
C -4.67 0.14 -0.56
C -5.88 -0.56 -1.13
C -4.15 -0.23 0.67
C -3.05 0.41 1.23
N -2.73 0.05 2.58
C -3.62 -0.07 3.58
C -2.93 -0.40 4.72
C -1.59 -0.46 4.31
N -1.48 -0.21 3.01
C 0.24 4.04 1.13
C 0.31 5.44 1.17
N 1.51 3.38 1.27
C 2.71 3.91 0.93
C 3.69 3.04 1.33
C 3.00 1.98 1.92
N 1.69 2.19 1.87
H -1.47 8.25 0.54
H -0.67 8.11 2.11
H 0.29 8.10 0.63
H -2.91 6.23 0.73
H -3.10 3.83 0.81
H -2.45 2.61 -1.22
H -4.42 1.51 -2.18
H -6.33 0.02 -1.93
H -5.61 -1.54 -1.54
H -6.64 -0.72 -0.37
H -4.61 -1.04 1.22
H -4.67 0.14 3.43
H -3.33 -0.55 5.71
H -0.70 -0.63 4.90
H 1.27 5.90 1.37
H 2.79 4.86 0.42
H 4.76 3.17 1.22
H 3.39 1.09 2.38
O 1.49 0.58 -0.79
P 1.03 0.88 -2.17
C -0.55 0.06 -2.58
P -0.74 -1.51 -1.69
O -0.72 -1.37 -0.20
C 0.56 -2.59 -2.33
C 1.34 -3.30 -1.43
C 2.36 -4.13 -1.88
C 2.58 -4.27 -3.25
C 1.78 -3.58 -4.15
C 0.78 -2.74 -3.70
C -2.28 -2.22 -2.29
C -2.74 -3.36 -1.62
C -3.92 -3.98 -2.02
C -4.63 -3.47 -3.10
C -4.18 -2.35 -3.77
C -3.01 -1.72 -3.36
C 0.78 2.63 -2.53
C 1.84 3.47 -2.21
C 1.73 4.83 -2.45
C 0.57 5.36 -3.00
C -0.48 4.52 -3.33
C -0.38 3.15 -3.11
C 2.22 0.33 -3.40
C 2.01 0.52 -4.77
C 2.96 0.10 -5.68
C 4.13 -0.51 -5.24
C 4.35 -0.69 -3.88
C 3.40 -0.27 -2.96
H -0.63 -0.09 -3.66
H -1.37 0.69 -2.23
H 1.14 -3.20 -0.37
H 2.98 -4.68 -1.18
H 3.36 -4.93 -3.61
H 1.95 -3.70 -5.22
H 0.16 -2.21 -4.41
H -2.18 -3.74 -0.77
H -4.27 -4.86 -1.50
H -5.55 -3.96 -3.41
H -4.75 -1.95 -4.60
H -2.68 -0.83 -3.89
H 2.74 3.05 -1.78
H 2.56 5.49 -2.20
H 0.49 6.42 -3.17
H -1.38 4.92 -3.77
H -1.20 2.51 -3.38
H 1.11 1.02 -5.11
H 2.80 0.25 -6.74
H 4.87 -0.83 -5.95
H 5.26 -1.17 -3.54
H 3.54 -0.41 -1.89
N 1.62 -1.32 1.48
C 2.62 -1.68 2.48
C 2.73 -3.19 2.71
C 1.40 -3.95 2.82
C 0.39 -3.44 3.85
N 0.95 -3.05 5.15
C 1.63 -3.87 5.96
N 1.38 -5.18 5.94
N 2.53 -3.35 6.79
C 2.38 -0.94 3.83
O 3.18 -1.24 4.74
O 1.39 -0.17 3.90
H 0.87 -2.00 1.43
H 2.01 -1.23 0.54
H 3.60 -1.33 2.14
H 3.33 -3.33 3.61
H 3.29 -3.65 1.89
H 1.64 -5.00 3.03
H 0.89 -3.95 1.85
H -0.39 -4.19 4.00
H -0.12 -2.54 3.48
H 1.21 -2.08 5.23
H 0.56 -5.53 5.47
H 1.84 -5.79 6.58
H 2.96 -2.48 6.46
H 3.05 -3.94 7.40
*
```